# 1
Below is a cluster of 7 separate species, C18H50O7 in total, with properties calculated with ωB97M-V/def2-TZVPD.

Positions of all 75 atoms, in Å:
C -6.2687 3.8387 20.8122
C -6.8730 3.3236 19.5255
C -8.2778 2.7867 19.7691
O -6.9688 4.4189 18.6219
H -5.3912 4.4731 20.6768
H -6.1179 3.0896 21.5904
H -6.9717 4.5339 21.2901
H -6.2751 2.5104 19.0981
H -8.7445 2.7081 18.7855
H -8.8476 3.5271 20.3339
H -8.3005 1.8177 20.2693
H -7.6933 4.2811 17.9838
C -5.7452 6.8548 13.6640
C -6.5152 7.0269 14.9775
C -5.6641 6.6525 16.1993
O -6.8246 8.4201 15.0731
H -6.4482 6.9649 12.8390
H -5.2476 5.8857 13.6385
H -4.9754 7.6213 13.5780
H -7.4080 6.3932 14.9704
H -5.4078 5.5893 16.2006
H -6.2044 6.8209 17.1328
H -4.7070 7.1732 16.1527
H -7.1556 8.5536 15.9670
C -6.6471 1.1974 16.6291
C -7.6253 0.2022 17.1995
C -8.7670 -0.1257 16.2307
O -6.9240 -1.0208 17.5305
H -6.3979 0.9515 15.5917
H -5.7455 1.3615 17.2170
H -7.1224 2.1842 16.5790
H -8.0293 0.5282 18.1588
H -9.2800 0.7984 15.9623
H -9.4085 -0.8702 16.6986
H -8.3665 -0.5681 15.3148
H -6.3024 -1.1508 16.8038
C -11.0829 8.1632 15.0570
C -10.9244 7.3576 16.3524
C -11.8222 6.1232 16.3575
O -9.5575 6.9799 16.4834
H -10.3689 8.9833 14.9867
H -12.1120 8.5146 14.9589
H -10.8921 7.5190 14.1953
H -11.2044 7.9448 17.2339
H -12.8636 6.3832 16.5345
H -11.4892 5.4535 17.1513
H -11.7459 5.6146 15.3935
H -9.0210 7.7319 16.7360
C -9.2923 1.9252 12.5071
C -9.2819 3.0654 13.5267
C -9.4255 4.4194 12.8338
O -10.3448 2.8985 14.4579
H -10.3016 1.7985 12.1136
H -9.1096 0.9983 13.0613
H -8.4840 2.0067 11.7846
H -8.3283 3.1367 14.0548
H -9.4208 5.2266 13.5691
H -10.3421 4.4393 12.2354
H -8.6021 4.6196 12.1448
H -11.1782 2.9921 13.9823
C -13.9250 3.6257 18.1768
C -13.2784 2.2667 18.0317
C -11.7277 2.2619 17.9448
O -13.5987 1.5760 19.2508
H -13.8760 4.2147 17.2597
H -13.3142 4.1719 18.9013
H -14.9535 3.5606 18.5201
H -13.6735 1.6939 17.1822
H -11.2351 2.2855 18.9133
H -11.4242 3.0852 17.2907
H -11.3809 1.3433 17.4646
H -13.1389 0.7341 19.2862
O -8.8732 4.1614 16.5920
H -9.4490 3.7381 15.9338
H -9.0492 5.1133 16.4960

Cartesian forces (eV/Å) of the 6 atoms listed first:
C -0.31 0.91 0.70
C -0.59 0.00 0.22
C -0.01 0.18 -0.33
O 0.27 0.19 -0.01
H 0.29 -0.50 -0.22
H 0.34 -0.29 -0.36

structure (SMILES): CC(C)O.CC(C)O.CC(C)O.CC(C)O.CC(C)O.CC(C)O.O
total charge: 0
highest occupied orbital energy: -9.62 eV
largest force on an atom: 0.0320 hartree/bohr
energy: -33809.2360 eV
LUMO level: 0.014 Ha

# 2
Below is a cluster of 15 separate species, C18H51FN19O28 in total, with properties calculated with ωB97M-V/def2-TZVPD.

Positions of all 117 atoms, in Å:
N 2.1940 2.9995 -2.1714
C 1.4360 4.0517 -2.9299
C 0.6733 3.4269 -4.1982
N -0.7006 3.9601 -4.4284
C -1.7926 3.6465 -3.7180
N -3.1325 4.1659 -3.9987
C -3.8636 3.5097 -2.9454
N -3.0094 2.7167 -2.1348
F -3.3690 1.9952 -1.0660
N -1.7296 2.7594 -2.5984
H 1.5567 2.3251 -1.7377
H 2.8789 2.5401 -2.7848
H 0.7852 4.6668 -2.2337
H 2.2463 4.7505 -3.3427
H 1.2903 3.6895 -5.1234
H 0.5872 2.3080 -4.0613
H -0.8749 4.5908 -5.2270
H -4.9703 3.6090 -2.7560
H -0.9001 2.2930 -2.2086
C 0.1252 -1.7200 -3.3173
N 0.6448 -0.3422 -3.5145
O 1.7747 -0.2243 -3.9404
O -0.1083 0.5870 -3.2322
H 0.8961 -2.4306 -3.6079
H -0.1238 -1.8313 -2.2615
H -0.7568 -1.8306 -3.9459
C -0.5991 -5.0651 0.0964
N -0.4698 -4.1120 -1.0361
O -0.8761 -4.4730 -2.1242
O 0.0385 -3.0262 -0.7933
H -1.0648 -5.9789 -0.2663
H 0.4029 -5.2657 0.4734
H -1.2193 -4.5913 0.8555
C 1.6958 -2.4346 2.9904
N 2.0796 -3.8628 2.8513
O 1.3421 -4.5831 2.1962
O 3.1033 -4.2105 3.4022
H 0.7662 -2.2678 2.4503
H 1.5679 -2.2314 4.0525
H 2.5011 -1.8360 2.5676
C 5.8130 -4.4477 5.6660
N 6.3400 -3.0703 5.4839
O 7.4779 -2.9553 5.0598
O 5.5941 -2.1522 5.7727
H 6.5812 -5.1594 5.3710
H 5.5612 -4.5669 6.7189
H 4.9308 -4.5488 5.0349
C -0.0854 8.0515 -2.0815
N 1.3550 7.6849 -2.0261
O 1.9937 7.7675 -3.0616
O 1.7904 7.3275 -0.9467
H -0.3321 8.3483 -3.0988
H -0.6595 7.1760 -1.7851
H -0.2415 8.8776 -1.3903
C 0.9698 -7.5389 4.4896
N -0.4306 -7.2597 4.9037
O -0.6471 -6.2028 5.4728
O -1.2607 -8.1089 4.6436
H 1.5967 -6.6998 4.7845
H 1.2849 -8.4518 4.9926
H 0.9739 -7.6621 3.4079
C -2.3787 5.7409 1.1208
N -3.0236 7.0048 0.6818
O -4.0286 7.3530 1.2680
O -2.4924 7.6023 -0.2403
H -2.9535 5.3195 1.9428
H -2.3711 5.0630 0.2679
H -1.3665 5.9842 1.4425
C 0.6225 -4.0936 8.1974
N 2.0475 -4.5036 8.2853
O 2.7125 -4.4346 7.2652
O 2.4463 -4.8795 9.3698
H 0.4098 -3.7843 7.1766
H 0.0160 -4.9545 8.4736
H 0.4740 -3.2669 8.8903
C -7.1131 3.4023 -5.3022
N -8.2544 2.5473 -4.8862
O -8.7478 2.7647 -3.7920
O -8.6120 1.6915 -5.6695
H -6.9043 4.1177 -4.5092
H -6.2581 2.7483 -5.4684
H -7.4019 3.9159 -6.2177
C -3.0068 -4.1828 -5.6267
N -1.8180 -3.6708 -6.3574
O -0.7992 -3.4846 -5.7117
O -1.9483 -3.4747 -7.5496
H -2.7453 -4.3104 -4.5781
H -3.8030 -3.4487 -5.7400
H -3.2818 -5.1362 -6.0746
C -10.2154 1.0678 -1.2865
N -10.0546 -0.3863 -1.0268
O -8.9449 -0.8658 -1.1911
O -11.0448 -0.9934 -0.6681
H -9.2569 1.4759 -1.5972
H -10.9564 1.1809 -2.0759
H -10.5505 1.5319 -0.3601
C 10.0707 -4.4240 7.4568
N 8.9292 -5.2827 7.8658
O 8.4331 -5.0736 8.9573
O 8.5718 -6.1367 7.0736
H 10.2776 -3.7135 8.2540
H 10.9269 -5.0750 7.2876
H 9.7806 -3.9062 6.5433
C 1.6261 9.5980 2.1279
N 0.5146 8.7114 2.5599
O 0.0353 8.9087 3.6590
O 0.1634 7.8459 1.7750
H 1.8303 10.3146 2.9202
H 2.4951 8.9684 1.9428
H 1.3062 10.1068 1.2201
C 3.7915 -2.2443 -5.7971
N 3.9506 -3.6961 -5.5251
O 5.0549 -4.1790 -5.6886
O 2.9569 -4.2975 -5.1559
H 4.7498 -1.8392 -6.1150
H 3.0470 -2.1373 -6.5845
H 3.4606 -1.7730 -4.8735

Cartesian forces (eV/Å) of the 6 atoms listed first:
N -0.86 0.93 -0.52
C 1.30 -0.12 -0.44
C 0.52 0.18 0.10
N -0.98 0.22 -0.02
C -0.84 -0.08 0.36
N 1.15 -4.18 4.93

total charge: +1
highest occupied orbital energy: -12.15 eV
largest force on an atom: 0.1277 hartree/bohr
energy: -107802.2378 eV
LUMO level: -0.139 Ha